The following is a quantum chemistry calculation of one molecule with the formula C3H3NO at a distorted geometry, from OMol25.

```
8
Properties=species:S:1:pos:R:3:forces:R:3
H -1.93389 0.38566 -0.24941 0.24 -1.03 0.37
O -1.05995 -1.53038 -0.01958 -0.51 2.79 -0.06
H 0.02427 0.81415 1.09143 1.19 -0.49 -1.62
N 2.29715 -1.02680 -0.02739 -1.81 0.97 -0.56
C 1.33451 -0.38121 -0.13886 3.86 -1.11 0.60
C 0.23975 0.49151 -0.03091 -3.34 2.88 2.05
C -1.04794 -0.30520 -0.09448 -0.31 -1.57 -1.12
H 0.14610 1.55228 -0.53081 0.69 -2.43 0.35
```
Forces are in eV/Å.

Values from the calculation:
Spin multiplicity: 1
Energy, eV: -6695.460
Energy above the lowest of the compared OMol25 structures with the same formula, charge and spin, eV: 1.032
Highest occupied orbital energy, eV: -10.74
SMILES: N#CCC=O